[1]
C11H10LaN2S as an isolated structure in a non-equilibrium geometry, computed with ωB97M-V/def2-TZVPD.

```
25
Properties=species:S:1:pos:R:3:mulliken_charge:R:1
C 3.3312 -0.7721 1.4147 -0.7690
C 3.0017 0.2953 0.9142 0.2451
C 2.2734 1.3869 0.3576 -0.3790
C 1.6629 1.0305 -1.0066 -0.9050
C 0.8556 -0.2659 -1.0567 0.1083
C -0.5829 -0.3338 -0.5820 -0.2254
C -1.3469 -1.4683 -0.9307 -0.6673
C -2.7005 -1.6338 -0.5758 -0.7849
C -3.3583 -0.6744 0.1568 -0.6209
C -2.6366 0.4761 0.5460 0.4688
N -3.1227 1.4993 1.2714 -0.5053
S -1.9593 2.5531 1.4527 0.3276
N -0.7601 1.8155 0.6716 -0.4381
C -1.2612 0.6584 0.1993 0.9983
H 3.6277 -1.6973 1.8312 0.6464
H 2.9291 2.2593 0.2468 0.4013
H 1.5025 1.6624 1.0855 0.2672
H 2.4789 0.9031 -1.7180 0.4631
H 1.0926 1.8946 -1.3428 0.3954
H 1.3256 -1.1050 -0.5029 -0.1080
H 0.8981 -0.6133 -2.0914 0.4265
H -0.8860 -2.2338 -1.5501 0.5639
H -3.2151 -2.5248 -0.9090 0.4686
H -4.3965 -0.7861 0.4419 0.4951
La 1.2467 -2.3258 1.6764 2.1271
```

Computed properties:
strongest force on any atom = 0.0434 hartree/bohr
calculated total energy = -26208.78730 eV
E_LUMO = -14.05 eV
total charge = +3
gap between HOMO and LUMO = 4.684 eV

=====

[2]
A 3-piece molecular cluster, C24H43N8O4S overall in a non-equilibrium geometry, computed with ωB97M-V/def2-TZVPD.

```
80
Properties=species:S:1:pos:R:3:lowdin_spin:R:1
N -0.0478 -0.4524 0.3655 0.0001
C -0.5189 -0.9870 -0.6198 0.0001
O -0.6645 -1.8662 -1.7701 0.0000
N -1.0974 -1.0999 -2.7888 0.0000
N -2.4353 -1.0145 -3.0668 -0.0001
C -2.7355 -0.1047 -4.1728 0.0000
N -1.4242 0.3643 -4.5745 -0.0001
C -0.4025 -0.2513 -3.7423 0.0000
N 0.9404 -0.0604 -3.8469 0.0000
C 1.9751 -0.7304 -3.0040 0.0000
C 3.4567 -0.7878 -3.6269 0.0000
O 4.4964 -0.5794 -2.6129 0.0001
N 1.2949 0.8714 -4.8526 0.0000
C 1.3803 0.2379 -6.0227 0.0000
S 1.9764 -0.8275 -7.1658 0.0000
H -3.1931 -1.5194 -2.5692 -0.0001
H -3.7719 0.1586 -4.5737 0.0000
H 2.0527 -0.1093 -2.0240 0.0000
H 1.7044 -1.8189 -2.7066 0.0000
H 3.6806 -0.0357 -4.4538 0.0000
H 3.5914 -1.8454 -4.0863 0.0000
H 4.1708 -0.8774 -1.7334 -0.0003
C -4.3897 -2.3376 2.2482 0.0016
C -4.9049 -1.4244 1.1009 0.0257
C -5.6504 -0.1832 1.6542 0.0151
C -7.0812 -0.4413 2.0993 0.0010
C -7.8611 -1.1470 0.9966 0.0144
C -7.1736 -2.4486 0.5356 0.0245
N -5.7341 -2.2411 0.1605 0.3492
O -5.7133 -1.6150 -1.0546 0.5616
C -7.3109 -3.4955 1.6705 0.0012
C -7.9959 -3.0677 -0.6257 -0.0008
C -3.5929 -0.8846 0.4663 -0.0014
H -4.9832 -3.2322 2.4144 0.0007
H -3.3866 -2.7221 2.0349 0.0001
H -4.3377 -1.7987 3.1986 -0.0003
H -5.6823 0.5957 0.8808 0.0024
H -5.0899 0.2522 2.4884 0.0011
H -7.0926 -1.0230 3.0262 0.0003
H -7.5669 0.5117 2.3329 0.0011
H -8.8744 -1.3600 1.3542 0.0010
H -7.9793 -0.4599 0.1494 0.0026
H -6.7713 -4.4155 1.4251 0.0009
H -8.3603 -3.7686 1.8197 -0.0004
H -6.9670 -3.1364 2.6395 0.0000
H -8.1151 -2.3829 -1.4693 -0.0007
H -9.0068 -3.3229 -0.2944 -0.0003
H -7.5287 -3.9879 -0.9919 0.0002
H -3.0254 -1.6864 -0.0197 0.0001
H -2.9493 -0.4444 1.2338 -0.0003
H -3.7752 -0.0994 -0.2740 -0.0005
C 6.8444 2.1580 3.3245 0.0013
C 6.6584 1.5090 1.9246 0.0241
C 7.3220 2.3594 0.8112 0.0145
C 6.5181 3.5694 0.3636 0.0008
C 5.0942 3.1597 0.0131 0.0131
C 4.3963 2.4200 1.1728 0.0242
N 5.1999 1.2623 1.6898 0.3338
O 5.0901 0.2554 0.7766 0.5815
C 4.1088 3.4475 2.2970 0.0010
C 2.9826 1.9863 0.7080 -0.0010
C 7.5055 0.2065 2.0272 -0.0010
H 5.9642 2.6677 3.7071 0.0007
H 7.0667 1.4057 4.0884 0.0001
H 7.6667 2.8795 3.3273 -0.0003
H 7.4904 1.7311 -0.0733 0.0023
H 8.3156 2.6901 1.1318 0.0011
H 6.5280 4.3414 1.1392 0.0003
H 6.9928 4.0165 -0.5161 0.0009
H 4.5227 4.0522 -0.2657 0.0010
H 5.1171 2.5251 -0.8820 0.0026
H 3.6814 2.9584 3.1778 0.0010
H 3.3834 4.1959 1.9612 -0.0004
H 4.9860 4.0153 2.6037 0.0000
H 3.0079 1.3561 -0.1856 -0.0008
H 2.3724 2.8571 0.4498 -0.0003
H 2.4572 1.4414 1.4994 0.0002
H 7.0710 -0.4967 2.7443 0.0002
H 8.5203 0.4380 2.3655 -0.0003
H 7.6067 -0.3064 1.0668 -0.0004
```

Computed properties:
multiplicity = 3
strongest force on any atom = 0.1496 hartree/bohr
calculated total energy = -56510.85499 eV
E_LUMO (spin up / spin down) = -4.34 / -4.34 eV
⟨S²⟩ = 2.01
total charge = +1
gap between HOMO and LUMO (spin up / spin down) = 6.283 / 6.968 eV

=====

[3]
A 13-piece molecular cluster, C39H91N13O13 overall in a non-equilibrium geometry, computed with ωB97M-V/def2-TZVPD.

```
156
Properties=species:S:1:pos:R:3:mulliken_charge:R:1
C -2.8952 13.9241 -14.2051 -1.0848
C -1.7365 14.3241 -13.3122 0.7762
O -1.6486 15.4837 -12.9490 -0.6623
N -0.9107 13.3418 -12.8930 0.5209
C 0.2850 13.6894 -12.1491 -0.4596
H -2.6009 14.3209 -15.1879 0.2418
H -3.7769 14.4982 -13.9414 0.3991
H -3.0375 12.8647 -14.4156 0.2060
H -1.1163 12.3562 -13.0545 -0.0283
H 0.7612 14.5828 -12.5469 0.1281
H 1.0158 12.8942 -12.3051 -0.0708
H 0.0783 13.7749 -11.0812 0.2893
C 3.2002 15.7028 -17.5613 -1.2219
C 2.4304 15.6445 -16.2595 0.6618
O 2.7744 14.8485 -15.3928 -0.5876
N 1.3187 16.3983 -16.1674 -0.1183
C 0.3529 16.3362 -15.0945 -0.5022
H 2.4964 15.2076 -18.2406 0.2993
H 4.1874 15.2564 -17.5670 0.2532
H 3.3619 16.6998 -17.9852 0.4057
H 1.1761 17.0708 -16.9001 0.2395
H 0.8224 16.3475 -14.1160 0.2144
H -0.2985 15.4581 -15.1613 -0.1083
H -0.3628 17.1387 -15.2732 0.3542
C 6.5139 5.6085 -16.0560 -0.1351
C 6.7089 4.2345 -15.3917 0.5902
O 5.9499 3.2947 -15.6000 -0.7124
N 7.7525 4.1366 -14.5438 0.0256
C 8.1052 2.9044 -13.8619 -1.0516
H 7.1953 6.3076 -15.5670 -0.2384
H 5.4851 5.9023 -15.8738 0.2563
H 6.7996 5.4841 -17.0982 0.1615
H 8.2795 4.9794 -14.3506 0.0881
H 8.1904 3.0760 -12.7867 0.3061
H 9.0680 2.6028 -14.2816 0.2996
H 7.3353 2.1562 -14.0106 0.3777
C -0.0212 12.6701 -16.5332 0.0874
C -0.7817 11.4925 -17.1370 0.3438
O -0.7459 11.2935 -18.3487 -0.7167
N -1.6507 10.8389 -16.3510 0.2196
C -2.5773 9.8331 -16.8249 -1.0691
H 0.1250 13.3992 -17.3267 0.3564
H 0.8728 12.4365 -15.9621 -0.1393
H -0.7337 13.1654 -15.8673 -0.2043
H -1.6756 10.9925 -15.3539 0.1096
H -3.0559 9.3183 -15.9916 0.3376
H -2.0616 9.0815 -17.4192 0.3173
H -3.4002 10.3332 -17.3417 0.3243
C 7.2399 8.7063 -19.5024 -0.8887
C 8.0013 7.4022 -19.3503 0.5658
O 7.7164 6.4091 -19.9991 -0.6546
N 9.0875 7.4400 -18.5396 -0.0877
C 9.1750 8.3477 -17.3945 -0.8284
H 6.9606 8.7619 -20.5576 0.3754
H 7.8833 9.5771 -19.3816 0.3516
H 6.3162 8.7571 -18.9309 0.0829
H 9.6252 6.5949 -18.4413 0.2710
H 9.9009 7.9473 -16.6875 0.2468
H 8.1806 8.3950 -16.9512 0.1371
H 9.5706 9.3272 -17.6645 0.3960
C 11.2833 5.3621 -12.8366 -0.9981
C 10.2217 6.3335 -13.3402 0.6938
O 9.7608 6.2545 -14.4750 -0.6755
N 9.8341 7.2842 -12.4685 -0.1302
C 8.8740 8.3062 -12.8230 -0.3311
H 11.4275 5.4650 -11.7624 0.3957
H 12.2099 5.4658 -13.3961 0.2662
H 10.9191 4.3539 -13.0378 0.2027
H 10.4650 7.3934 -11.6932 0.2550
H 8.7201 8.3767 -13.8949 -0.2121
H 9.0547 9.2168 -12.2580 0.3275
H 7.9345 7.9123 -12.4067 0.2487
C 7.7527 17.2341 -14.7564 -1.1291
C 7.7274 15.8500 -15.3365 0.6794
O 8.4803 15.5281 -16.2593 -0.7874
N 6.9128 14.9652 -14.7436 0.2883
C 6.6316 13.6240 -15.2386 -0.6043
H 7.6010 18.0322 -15.4878 0.3735
H 8.7107 17.4781 -14.2948 0.1627
H 7.0077 17.4864 -13.9993 0.2956
H 6.6006 15.1921 -13.8111 0.2180
H 5.5471 13.5524 -15.3623 -0.0385
H 6.8349 12.8770 -14.4639 -0.1028
H 7.2050 13.3933 -16.1281 0.5215
C 2.4928 11.6261 -19.2613 -1.0857
C 2.8714 10.8904 -18.0089 0.6172
O 3.9288 11.1482 -17.4299 -0.6135
N 2.0446 9.8840 -17.6664 -0.0208
C 2.2654 8.9735 -16.5607 -0.5227
H 2.6401 12.6954 -19.1015 0.1029
H 1.4454 11.4924 -19.5335 0.3389
H 3.1073 11.3456 -20.1155 0.3528
H 1.1292 9.8987 -18.0918 0.2038
H 1.5893 9.2033 -15.7325 0.0845
H 3.2865 9.0050 -16.1964 0.0787
H 2.0530 7.9560 -16.8898 0.4380
C 6.1579 9.8397 -15.1317 0.5837
C 5.3360 10.5677 -14.1072 0.0683
O 5.7559 10.7645 -12.9621 -0.5147
N 4.1875 11.0775 -14.5773 1.1584
C 3.3807 12.0508 -13.9034 -0.5947
H 5.6644 9.8469 -16.1077 0.3477
H 6.3310 8.7883 -14.8903 -0.0502
H 7.1301 10.2641 -15.3965 -0.3647
H 4.0825 10.9418 -15.5883 -0.6934
H 3.9673 12.7013 -13.2514 0.2263
H 2.4669 11.6630 -13.4543 -0.1855
H 3.0617 12.8175 -14.6166 0.1713
C 10.9238 11.0344 -14.9723 -0.9591
C 9.9982 11.9708 -15.7106 0.6602
O 9.1484 11.5301 -16.4727 -0.6172
N 10.1591 13.3028 -15.5104 -0.0641
C 11.0370 13.9472 -14.5450 -1.1880
H 11.4279 10.3247 -15.6263 0.3534
H 10.3589 10.3962 -14.2873 0.0487
H 11.6627 11.5569 -14.3647 0.4820
H 9.4921 13.9580 -15.9100 0.4368
H 10.6251 14.9555 -14.4597 0.3110
H 12.0820 14.0632 -14.8370 0.3024
H 10.9764 13.5015 -13.5501 0.3252
C 0.3741 9.5848 -11.8509 -0.2693
C -1.0311 9.9268 -12.2680 0.2298
O -1.2426 10.5152 -13.3359 -0.8228
N -2.0501 9.5602 -11.4783 -0.1476
C -3.4191 9.9504 -11.7039 -0.8011
H 0.4246 8.9132 -10.9964 0.4828
H 0.9362 10.4687 -11.5388 -0.0084
H 0.9169 9.2535 -12.7342 0.0390
H -1.9019 9.1079 -10.5929 0.2603
H -4.0529 9.2919 -12.3137 0.2883
H -3.4897 10.9176 -12.1967 0.1756
H -4.0022 9.9222 -10.7822 0.3499
C 10.1174 15.9163 -11.4413 -1.0402
C 8.8637 15.0996 -11.5875 0.6919
O 7.8343 15.5956 -12.0366 -0.6766
N 8.8976 13.7917 -11.2621 -0.0516
C 7.7954 12.8755 -11.5047 -0.7385
H 9.9990 16.7021 -10.6954 0.3691
H 10.1875 16.4804 -12.3729 0.1864
H 11.0074 15.3218 -11.2515 0.3098
H 9.6782 13.4120 -10.7554 0.2476
H 6.9060 13.3440 -11.9024 0.2155
H 7.6724 12.1685 -10.6872 0.3476
H 8.1237 12.2095 -12.3157 0.1052
C 4.4192 7.5937 -11.3306 -0.7659
C 3.2771 7.8268 -10.3367 0.5491
O 2.6586 6.8599 -9.9234 -0.6914
N 2.9968 9.0957 -9.9594 0.0078
C 3.7225 10.2326 -10.5212 -0.8280
H 5.4150 7.9349 -11.0347 0.3117
H 4.2824 8.0984 -12.2910 -0.0104
H 4.4705 6.5161 -11.4533 0.4406
H 2.3435 9.2556 -9.2140 0.2735
H 4.7695 10.0512 -10.7547 0.2796
H 3.5918 11.1684 -9.9873 0.3288
H 3.3235 10.3909 -11.5305 0.1784
```

Computed properties:
strongest force on any atom = 0.0397 hartree/bohr
calculated total energy = -87913.95482 eV
E_LUMO = 0.09 eV
gap between HOMO and LUMO = 8.926 eV
energy relative to the best compared isomer or geometry (same formula, charge and spin) = 1.107 eV